A structure of composition C52H74BN8O4Tl, computed with ωB97M-V/def2-TZVPD.

## Properties
- energy above the lowest of the compared OMol25 structures with the same formula, charge and spin (kJ/mol) = 54.2
- lowest unoccupied orbital energy (hartree) = -0.0145
- frontier orbital gap (eV) = 6.3
- electronic energy (eV) = -80610.2167

Atoms and positions in Å:
Tl (-1.8729, 0.3692, 0.7554)
O (0.6464, 1.5698, -0.6352)
O (-0.6607, 3.3920, -0.3319)
O (-0.4347, 0.7417, 2.6225)
O (-1.2999, -0.5312, -1.3474)
N (-5.4026, 0.6243, -2.6515)
N (-1.1470, -2.0760, 1.2680)
N (-3.9158, -0.9951, -1.9413)
N (-3.5219, 2.2940, 1.5340)
N (-3.9208, -1.1545, 1.8142)
N (-4.0170, 0.9654, -0.7703)
N (-6.7813, 2.3269, -3.3040)
N (-5.5684, 2.6141, -1.3812)
C (-0.6230, -3.0577, -3.8339)
C (2.9369, -1.3917, 3.8070)
C (-0.8311, -1.7879, -3.3199)
C (-4.6269, 4.7767, 2.0597)
C (1.3694, 2.6724, -0.9760)
C (-0.2015, -3.9478, -1.6775)
C (-3.6785, -2.4128, 1.1151)
C (-4.3232, 2.8755, 0.6432)
C (0.7036, -1.3100, 2.8881)
C (1.8045, 2.2750, 3.6590)
C (-0.3522, -5.6295, -5.1219)
C (5.5018, 3.3163, -1.0197)
C (5.1798, 5.5726, -2.0118)
C (-0.8685, -1.6328, -1.9113)
C (0.6489, 0.0968, 2.9687)
C (-0.5673, -2.0662, 2.6269)
C (-0.1676, -5.5698, -3.6028)
C (1.7372, 2.9143, 2.2685)
C (-0.7929, -0.9003, -5.7128)
C (-2.0041, 0.3987, -4.0026)
C (-0.8169, -0.5510, -4.2187)
C (4.4801, -1.6479, 5.7644)
C (1.2503, -6.0698, -3.2855)
C (4.6665, 4.1317, -2.0205)
C (3.1989, 4.0328, -1.6261)
C (-2.2661, -3.0184, 1.2281)
C (-0.4396, -2.7092, -1.1090)
C (0.4792, 0.1980, -3.8586)
C (-3.7899, 4.1635, 2.9777)
C (0.5645, 3.7994, -0.7911)
C (-4.6429, 2.1141, -0.5773)
C (2.3764, 5.1485, -1.4634)
C (-0.3556, -4.1684, -3.0396)
C (3.8408, -3.6595, 4.4701)
C (-4.4474, 0.2265, -1.8139)
C (5.3445, -1.9670, 3.4383)
C (-5.2295, -0.6433, 1.4270)
C (1.8225, -2.0203, 3.2835)
C (-3.2530, 2.9236, 2.6611)
C (-4.8980, 4.1231, 0.8694)
C (2.6710, 2.7599, -1.4115)
C (0.5784, 2.7106, 4.4717)
C (-0.0719, -2.4502, 0.3278)
C (3.0556, 2.8083, 4.3695)
C (-5.8849, 1.8418, -2.4314)
C (-1.2068, -6.5062, -2.9702)
C (1.0520, 5.0598, -1.0539)
C (-3.9514, -1.3110, 3.2597)
C (4.8408, 3.5578, -3.4325)
C (2.8898, 0.0002, 3.8732)
C (4.1321, -2.1582, 4.3580)
C (1.8002, 0.7576, 3.4875)
B (-0.5741, 2.0202, -0.2279)
H (2.9671, 3.8872, 4.4798)
H (6.2290, 5.5871, -2.2969)
H (3.7563, 0.5141, 4.2511)
H (0.6008, 2.2681, 5.4653)
H (0.5713, 1.1183, -4.4344)
H (5.2865, 3.6363, -0.0019)
H (5.2920, 2.2537, -1.0980)
H (5.8955, 3.5404, -3.6984)
H (0.4750, 0.4479, -2.8011)
H (1.7874, -3.0961, 3.1918)
H (-2.9412, -0.0759, -4.2883)
H (-1.8771, 1.2868, -4.6220)
H (-4.3896, -3.1829, 1.4601)
H (0.4360, 5.9343, -0.9353)
H (5.6137, -0.9161, 3.3728)
H (1.9878, -5.3632, -3.6587)
H (-1.3092, -1.6270, 3.2928)
H (-5.3414, 0.3741, 1.7963)
H (6.5636, 3.4598, -1.2090)
H (0.3640, -4.9867, -5.6285)
H (2.9522, -3.8362, 5.0724)
H (-5.0623, 5.7427, 2.2702)
H (0.5488, 3.7946, 4.5620)
H (-5.5408, 4.5473, 0.1147)
H (3.9515, 2.6070, 3.7860)
H (2.7690, 6.1311, -1.6560)
H (-2.9331, -1.0125, -1.6279)
H (4.4529, 2.5448, -3.4936)
H (-4.1407, -1.4850, -2.7919)
H (-6.9725, 1.8074, -4.1397)
H (1.4249, -7.0315, -3.7647)
H (-2.9965, -1.6434, 3.6415)
H (0.8155, 2.6020, 1.7896)
H (-2.2213, -3.6664, 2.1113)
H (3.6973, -4.1051, 3.4889)
H (4.6795, -4.1646, 4.9458)
H (5.1170, -2.3230, 2.4366)
H (-0.6604, -3.1819, -4.8994)
H (3.1697, 2.3730, 5.3597)
H (-2.2107, -6.1839, -3.2410)
H (4.6351, 6.1893, -2.7219)
H (-4.7189, -2.0389, 3.5560)
H (-0.3196, 2.3726, 3.9658)
H (-0.7448, 0.0184, -6.2971)
H (0.6401, -1.6188, 0.3512)
H (-1.3605, -5.3359, -5.4058)
H (-2.5865, 2.4118, 3.3394)
H (1.7494, 4.0003, 2.3354)
H (0.4424, -3.3406, 0.7210)
H (0.1215, -4.7517, -1.0313)
H (-2.0492, 0.7103, -2.9640)
H (0.0755, -1.4995, -5.9733)
H (5.2581, -2.2685, 6.2053)
H (-3.8812, -2.2162, 0.0620)
H (-5.3448, -0.6338, 0.3488)
H (-4.1847, -0.3494, 3.7116)
H (4.8392, -0.6235, 5.7350)
H (6.2026, -2.5211, 3.8174)
H (4.3075, 4.1712, -4.1559)
H (2.5804, 2.5942, 1.6593)
H (-1.6969, -1.4384, -5.9922)
H (3.2486, 1.8653, -1.5665)
H (-0.4030, -3.1124, 2.9310)
H (-6.0308, -1.2630, 1.8532)
H (3.6036, -1.6798, 6.4063)
H (1.3428, -0.4331, -4.0638)
H (-0.1886, -6.6485, -5.4682)
H (1.4051, -6.1910, -2.2176)
H (-1.0649, -7.5249, -3.3239)
H (-2.1482, -3.6532, 0.3448)
H (5.0936, 6.0065, -1.0190)
H (-3.5635, 4.6300, 3.9222)
H (-7.0982, 3.2722, -3.1933)
H (-1.1332, -6.5056, -1.8872)

Forces on atoms 1 to 3 (eV/Å):
0.870 0.158 -0.059
0.551 -0.754 -0.175
-0.707 0.207 0.189

***

A structure of composition C52H74Cl3F2N6O2PPbS2Si2, computed with ωB97M-V/def2-TZVPD.

## Properties
- energy above the lowest of the compared OMol25 structures with the same formula, charge and spin (kJ/mol) = 106.4
- lowest unoccupied orbital energy (hartree) = 0.1056
- frontier orbital gap (eV) = 3.3
- total charge = -2
- electronic energy (eV) = -163126.0985

Atoms and positions in Å:
Pb (0.5703, -1.2664, -0.2114)
Cl (2.0975, 6.1780, 6.8516)
Cl (5.9027, 3.5815, 4.1237)
Cl (6.6279, 4.3079, 9.3689)
S (-4.2828, -0.7780, -0.8187)
S (4.1727, 7.1782, 4.9389)
P (-0.0540, 0.2331, -3.6318)
Si (-0.1398, -3.8908, -0.0775)
Si (-1.6072, -1.3763, 3.4092)
F (2.7432, -3.1400, -1.9739)
F (3.5613, -2.7578, 0.0141)
O (-0.4947, -1.3923, 2.3234)
O (1.6912, 3.2667, 5.1019)
N (2.9768, 0.7332, 3.3783)
N (2.4582, -0.0309, 1.3906)
N (0.0095, -0.4837, -2.2928)
N (-5.9327, -0.6744, -2.8671)
N (-1.0106, 2.2294, -1.1352)
N (-5.3788, -2.8135, -2.0474)
C (2.8028, 6.1709, 5.2951)
C (-0.5616, 2.7931, -2.3886)
C (2.8553, 1.1811, 4.7319)
C (-0.0978, -2.0461, -5.3141)
C (-1.0268, 4.3350, 0.1034)
C (-1.2524, -4.6394, -2.6663)
C (-5.2453, -1.4158, -1.9875)
C (6.0896, 3.8700, 6.7660)
C (-2.4628, 1.6548, -3.4146)
C (2.7836, -2.1558, -0.9778)
C (-1.6307, 0.2118, 4.5141)
C (-6.7221, -1.2522, -3.7390)
C (3.9269, 3.1322, 5.9469)
C (-2.9583, -4.2525, 0.5643)
C (4.1037, 0.8296, 2.6027)
C (0.8735, -6.2470, -3.3740)
C (2.4097, 5.4090, 4.2235)
C (-2.1681, -1.4841, -4.1527)
C (3.4634, 3.1338, 7.2641)
C (4.2746, 3.4922, 8.3190)
C (5.5917, 3.8554, 8.0606)
C (1.7066, 0.5782, -4.4176)
C (-0.5644, 2.8661, 0.0973)
C (2.3617, 1.6408, -3.5384)
C (-1.4514, -5.5932, 1.8240)
C (5.2514, 3.5155, 5.7245)
C (-2.5135, -6.1775, 2.4876)
C (2.0105, 0.2051, 2.5928)
C (-6.1967, -3.4189, -2.9404)
C (-0.9773, 1.9481, -3.6056)
C (-1.5357, -0.2584, -6.2320)
C (4.2207, 6.5507, 3.3271)
C (2.9758, 2.7275, 4.8431)
C (-1.0067, -0.8739, -4.9357)
C (-1.6474, -4.6251, 0.8415)
C (3.7596, 0.3492, 1.3753)
C (-1.4838, -2.7734, 4.7332)
C (0.9621, 2.7965, 0.3005)
C (0.8583, -5.6117, -2.1479)
C (-1.2439, -5.2669, -3.8992)
C (-0.1795, -6.0774, -4.2568)
C (2.4911, -0.7142, -4.1842)
C (1.8361, 1.0090, -5.8765)
C (-0.2070, -4.8001, -1.7615)
C (-3.8113, -5.8089, 2.1774)
C (1.3318, 4.3693, 4.2909)
C (-6.9069, -2.6498, -3.8188)
C (-0.7718, 2.8133, -4.8508)
C (-1.2454, 2.1220, 1.2506)
C (-4.0320, -4.8430, 1.2096)
C (-3.4297, -1.4668, 2.8280)
C (3.2399, 5.6331, 3.1022)
H (-1.8247, -1.6780, -3.1393)
H (-3.6218, -2.4074, 2.3236)
H (3.5251, -0.4921, -3.9201)
H (-2.0614, -1.0384, -6.7927)
H (-0.7417, 1.2490, -1.1159)
H (0.7019, -1.7584, -5.9923)
H (1.8684, 0.8937, 5.0988)
H (-7.5741, -3.0835, -4.5435)
H (-5.0509, -4.5485, 0.9822)
H (4.9833, 6.8955, 2.6593)
H (0.4241, 4.7711, 4.7508)
H (-0.9834, 2.5668, 2.2089)
H (-1.6092, -3.7502, 4.2753)
H (-0.8290, 2.2254, -5.7596)
H (-4.6451, -6.2658, 2.6989)
H (4.3614, 0.2444, 0.4957)
H (1.2310, 3.1940, 1.2785)
H (-2.9700, 2.5605, -3.0863)
H (-3.1360, -3.4603, -0.1497)
H (1.2894, 1.7603, 0.2525)
H (-0.4436, -5.8942, 2.0713)
H (2.8943, 1.0182, -6.1480)
H (1.4889, 3.3679, -0.4663)
H (-7.2510, -0.5794, -4.4039)
H (3.8998, 3.4957, 9.3303)
H (-2.3238, 2.1504, 1.1229)
H (0.9540, -4.6574, 0.5671)
H (-2.0626, -5.1229, -4.5956)
H (-2.3424, -6.9287, 3.2519)
H (7.1116, 4.1567, 6.5721)
H (-2.0505, 1.0467, 3.9628)
H (-0.6348, 0.5066, 4.8385)
H (-0.1658, -6.5648, -5.2250)
H (2.2381, 1.3597, -2.4935)
H (-6.2543, -4.4986, -2.9052)
H (-2.2467, 0.5449, -6.0542)
H (-2.2340, 0.0786, 5.4086)
H (-1.5439, 3.5843, -4.8931)
H (-1.0648, 3.7643, -2.5140)
H (3.4461, -1.3792, -1.3989)
H (-4.8217, -3.3408, -1.3858)
H (1.4474, 2.0088, -6.0450)
H (1.9376, 2.6286, -3.7053)
H (-0.9428, 1.0792, 1.2811)
H (-2.0823, 4.3922, -0.1575)
H (2.4331, 2.8670, 7.4338)
H (-2.4724, -2.4287, -4.6070)
H (1.7082, -6.8781, -3.6564)
H (0.3275, -2.4951, -4.4211)
H (-0.8885, 4.7788, 1.0878)
H (-0.5159, -2.7685, 5.2285)
H (-2.5884, 0.9075, -2.6371)
H (-2.0873, -4.0055, -2.4070)
H (1.0933, 4.0246, 3.2756)
H (-3.0357, -0.8324, -4.1157)
H (-0.6901, -2.8129, -5.8216)
H (-2.9421, 1.3197, -4.3283)
H (3.6229, 0.7045, 5.3506)
H (-3.6610, -0.6737, 2.1232)
H (1.0166, -0.0462, 2.9131)
H (3.3551, 3.1057, 3.8859)
H (2.0435, -1.2540, -3.3531)
H (0.5199, 2.9904, -2.4056)
H (-0.4613, 4.9205, -0.6191)
H (5.0315, 1.1974, 2.9895)
H (2.5064, -1.3607, -5.0564)
H (-0.7399, 0.1242, -6.8710)
H (0.1879, 3.3264, -4.8271)
H (3.4308, 1.7021, -3.7596)
H (1.3283, 0.3286, -6.5526)
H (-2.2426, -2.6755, 5.5065)
H (-4.1354, -1.3886, 3.6530)
H (3.1138, 5.1216, 2.1638)
H (1.6913, -5.7393, -1.4749)

Forces on atoms 1 to 3 (eV/Å):
-0.130 0.540 0.177
-0.098 0.083 0.099
0.174 -0.049 -0.164